Molecular formula: C5H6OS2
Method: DFT, the ωB97M-V functional and the def2-TZVPD basis

## Properties
LUMO level: -0.12 eV
energy relative to the best compared isomer or geometry (same formula, charge and spin): 280.8 kJ/mol
energy: -1065.621771 hartree
molecular weight: 146.2 g/mol
orbital gap: 8.5 eV
structure (SMILES): O[C@@H]1[C@@H]2CC(=S)S[C@@H]12

Structure (XYZ):
```
14
Properties=species:S:1:pos:R:3:nbo_charge:R:1
C -1.41 -0.66 0.45 0.158
C -0.22 0.21 0.61 -0.249
C 0.70 1.22 -0.03 -0.473
C 1.99 0.36 -0.24 -0.281
C -0.13 -0.98 -0.33 -0.462
H -2.94 -1.08 -0.57 0.475
H -1.67 -1.22 1.32 0.192
H 0.21 -0.08 1.57 0.212
H 0.33 1.57 -0.97 0.243
H 0.91 2.09 0.59 0.244
H -0.37 -0.69 -1.37 0.216
O -2.48 -0.30 -0.34 -0.680
S 3.48 0.95 -0.42 0.055
S 1.60 -1.39 -0.25 0.349
```

***

Molecular formula: C5H6S
Method: DFT, the ωB97M-V functional and the def2-TZVPD basis

## Properties
LUMO level: 0.87 eV
energy relative to the best compared isomer or geometry (same formula, charge and spin): 236.2 kJ/mol
energy: -592.181916 hartree
molecular weight: 98.2 g/mol
orbital gap: 10.0 eV
structure (SMILES): C#C[C@H]1C[C@H]1S

Structure (XYZ):
```
12
Properties=species:S:1:pos:R:3:nbo_charge:R:1
C 0.48 -0.54 0.91 -0.338
C 1.61 0.19 0.17 -0.392
C 0.64 -0.63 -0.65 -0.295
C -0.20 -0.14 -1.71 -0.026
C -0.74 0.24 -2.73 -0.232
H -0.44 1.00 2.63 0.128
H 0.73 -1.38 1.46 0.218
H 2.55 -0.29 0.22 0.215
H 1.66 1.23 0.31 0.234
H 0.99 -1.60 -1.04 0.250
H -1.36 0.34 -3.66 0.252
S -0.93 0.37 1.51 -0.013
```

***

Molecular formula: C5H6S2
Method: DFT, the ωB97M-V functional and the def2-TZVPD basis

## Properties
LUMO level (spin up / spin down): -0.03 / -0.03 eV
energy relative to the best compared isomer or geometry (same formula, charge and spin): 369.7 kJ/mol
energy: -990.324152 hartree
molecular weight: 130.2 g/mol
orbital gap (spin up / spin down): 7.5 / 7.5 eV

Structure (XYZ):
```
13
Properties=species:S:1:pos:R:3:nbo_charge:R:1
C 0.11 -0.48 0.14 0.085
C 0.15 0.84 0.21 -0.246
C 2.32 -0.17 0.41 -0.409
C -0.66 -1.68 -0.10 -0.708
C -1.01 1.73 -0.13 -0.638
S 3.59 -1.03 0.12 0.134
S 1.77 1.40 0.57 0.401
H -1.64 -1.82 0.44 0.237
H 0.06 -2.55 0.17 0.250
H -0.85 -1.85 -1.08 0.226
H -0.92 2.07 -1.07 0.218
H -1.07 2.59 0.51 0.225
H -1.86 0.97 -0.20 0.226
```

***

Molecular formula: C5H6S2
Method: DFT, the ωB97M-V functional and the def2-TZVPD basis

## Properties
LUMO level (spin up / spin down): -0.60 / -0.60 eV
energy relative to the best compared isomer or geometry (same formula, charge and spin): 428.6 kJ/mol
energy: -990.301741 hartree
molecular weight: 130.2 g/mol
orbital gap (spin up / spin down): 7.9 / 7.9 eV

Structure (XYZ):
```
13
Properties=species:S:1:pos:R:3:nbo_charge:R:1
C -1.92 1.09 1.33 -0.246
C -1.90 1.90 0.43 -0.258
C 1.31 0.07 -0.57 -0.441
C 0.66 -0.93 -1.53 -0.422
C 0.45 -1.08 -0.11 -0.247
S 0.71 -1.10 2.83 -0.425
S -0.01 -1.87 1.23 0.601
H -1.72 0.91 2.42 0.260
H -2.05 2.18 -0.62 0.236
H 2.42 0.10 -0.72 0.240
H 0.91 1.07 -0.55 0.240
H -0.16 -0.67 -2.16 0.229
H 1.30 -1.67 -1.97 0.232
```

***

Molecular formula: C5H6S3
Method: DFT, the ωB97M-V functional and the def2-TZVPD basis

## Properties
LUMO level: 0.40 eV
energy relative to the best compared isomer or geometry (same formula, charge and spin): 239.9 kJ/mol
energy: -1388.584427 hartree
molecular weight: 162.3 g/mol
orbital gap: 9.2 eV
structure (SMILES): CSSc1cccs1

Structure (XYZ):
```
14
Properties=species:S:1:pos:R:3:nbo_charge:R:1
C 2.84 1.05 -0.43 -0.731
C -0.43 -0.23 0.88 -0.504
C -1.08 -1.31 0.35 -0.196
C -2.36 -1.01 -0.25 -0.316
C -2.66 0.23 -0.10 -0.367
H 3.39 1.20 -1.37 0.241
H 3.19 1.51 0.27 0.179
H 1.96 1.71 -0.82 0.213
H -0.59 -2.44 0.17 0.231
H -2.75 -1.98 -0.66 0.250
H -3.59 0.98 -0.50 0.252
S 2.39 -0.61 0.05 0.110
S 1.09 -0.24 1.66 0.188
S -1.40 1.15 0.74 0.450
```

***

Molecular formula: C5H7BN2O
Method: DFT, the ωB97M-V functional and the def2-TZVPD basis

## Properties
LUMO level: -1.36 eV
energy relative to the best compared isomer or geometry (same formula, charge and spin): 121.2 kJ/mol
energy: -404.321503 hartree
molecular weight: 121.9 g/mol
orbital gap: 10.0 eV
structure (SMILES): CC(C)OB(C#N)C#N

Structure (XYZ):
```
16
Properties=species:S:1:pos:R:3:nbo_charge:R:1
B -3.13 0.14 -0.04 0.822
C -4.27 -0.86 -0.04 -0.042
C -3.30 1.68 -0.12 -0.050
C 0.35 -0.20 1.35 -0.636
C 0.12 -0.04 -1.21 -0.604
C -0.56 0.12 0.15 0.103
N -4.97 -1.77 -0.15 -0.205
N -3.67 2.73 0.03 -0.212
O -1.80 -0.54 0.02 -0.643
H -0.18 0.31 2.21 0.229
H 0.54 -1.33 1.46 0.227
H 1.33 0.26 0.98 0.227
H -0.49 0.34 -1.94 0.209
H 0.36 -1.13 -1.28 0.209
H 1.11 0.48 -1.14 0.206
H -0.75 1.20 0.12 0.159
```

***

Question: Which of these has the lowest energy relative to the best compared isomer or geometry (same formula, charge and spin)?
Answer: C5H7BN2O

***

Question: Number 6 is which compound?
Answer: C5H7BN2O

***

Repeat the fifth record exactly.
Molecular formula: C5H6S3
Method: DFT, the ωB97M-V functional and the def2-TZVPD basis

## Properties
LUMO level: 0.40 eV
energy relative to the best compared isomer or geometry (same formula, charge and spin): 239.9 kJ/mol
energy: -1388.584427 hartree
molecular weight: 162.3 g/mol
orbital gap: 9.2 eV
structure (SMILES): CSSc1cccs1

Structure (XYZ):
```
14
Properties=species:S:1:pos:R:3:nbo_charge:R:1
C 2.84 1.05 -0.43 -0.731
C -0.43 -0.23 0.88 -0.504
C -1.08 -1.31 0.35 -0.196
C -2.36 -1.01 -0.25 -0.316
C -2.66 0.23 -0.10 -0.367
H 3.39 1.20 -1.37 0.241
H 3.19 1.51 0.27 0.179
H 1.96 1.71 -0.82 0.213
H -0.59 -2.44 0.17 0.231
H -2.75 -1.98 -0.66 0.250
H -3.59 0.98 -0.50 0.252
S 2.39 -0.61 0.05 0.110
S 1.09 -0.24 1.66 0.188
S -1.40 1.15 0.74 0.450
```

***

Question: The highest energy relative to the best compared isomer or geometry (same formula, charge and spin) belongs to which entry?
Answer: number 4